[1]
290
Properties=species:S:1:pos:R:3 method="wB97M-V/def2-TZVPD" lumo_ev=-0.223 gap_ev=8.221 multiplicity=1
Cs -4.353 -13.127 14.532
C -2.254 -16.189 16.205
O -1.574 -15.120 15.468
O -3.589 -16.340 15.650
C -1.337 -17.467 16.321
F -1.955 -18.578 16.490
F -0.623 -17.580 15.184
F -0.504 -17.344 17.373
C -0.484 -14.478 16.167
C 0.203 -13.631 15.040
H -0.417 -12.872 14.564
H 0.999 -12.985 15.409
H 0.499 -14.271 14.209
H 0.239 -15.229 16.485
H -0.844 -13.866 16.995
H -2.454 -15.897 17.236
C 2.768 -17.696 19.986
O 3.610 -16.569 20.145
H 1.913 -17.417 19.370
H 3.352 -18.473 19.492
H 2.268 -18.146 20.844
H 3.171 -15.971 20.754
C -9.486 -15.313 15.359
O -8.128 -15.071 15.371
H -10.024 -14.378 15.517
H -9.787 -15.721 14.395
H -9.818 -15.953 16.176
H -7.652 -15.885 15.192
C -6.442 -15.833 18.285
O -5.108 -16.337 18.429
H -6.674 -15.134 19.089
H -6.636 -15.164 17.447
H -7.158 -16.652 18.216
H -4.649 -16.261 17.589
C 2.800 -18.238 15.843
O 4.034 -17.883 15.423
H 2.593 -19.229 15.441
H 2.721 -18.403 16.917
H 2.003 -17.558 15.542
H 4.310 -17.148 15.975
C -6.681 -18.643 15.240
O -6.420 -17.263 15.258
H -5.814 -18.978 15.809
H -7.630 -18.827 15.742
H -6.713 -19.015 14.216
H -5.475 -17.103 15.315
C -2.614 -18.816 12.822
O -3.722 -18.186 13.341
H -1.989 -18.118 12.264
H -1.980 -19.321 13.551
H -2.816 -19.627 12.122
H -3.479 -17.650 14.100
C -2.369 -14.169 10.889
C -3.848 -14.097 10.728
C -4.657 -15.376 11.188
O -6.092 -15.147 11.154
C -6.810 -15.950 12.029
N -4.245 -12.833 11.419
H -1.886 -13.512 10.166
H -1.979 -15.161 10.661
H -2.112 -13.794 11.880
H -3.952 -13.952 9.652
H -4.306 -15.628 12.189
H -4.308 -16.285 10.698
H -6.945 -16.984 11.711
H -7.822 -15.554 12.111
H -6.362 -15.963 13.023
H -3.733 -12.022 11.104
H -5.207 -12.711 11.137
C 3.067 -14.613 17.355
C 4.593 -14.777 17.276
C 5.254 -13.941 18.390
O 4.881 -12.583 18.360
C 5.451 -11.785 19.422
N 4.906 -16.178 17.473
H 2.770 -13.584 17.151
H 2.694 -14.822 18.358
H 2.633 -15.304 16.633
H 4.996 -14.407 16.333
H 6.330 -14.101 18.335
H 4.995 -14.392 19.348
H 4.880 -11.826 20.349
H 5.390 -10.738 19.127
H 6.435 -12.149 19.717
H 5.895 -16.238 17.669
H 4.475 -16.423 18.353
C -4.793 -14.735 22.177
C -3.655 -13.970 21.538
C -2.525 -14.898 21.230
O -1.341 -14.188 20.720
C -0.454 -15.017 19.876
N -4.181 -13.301 20.410
H -5.055 -15.675 21.691
H -5.578 -14.062 22.520
H -4.442 -15.168 23.113
H -3.202 -13.191 22.150
H -2.821 -15.644 20.493
H -2.259 -15.519 22.086
H 0.044 -15.889 20.300
H 0.300 -14.378 19.418
H -1.122 -15.393 19.101
H -3.470 -12.743 19.961
H -4.457 -14.058 19.801
C -2.376 -8.518 9.369
C -3.389 -9.505 9.993
C -4.858 -9.541 9.439
O -5.494 -8.297 9.647
C -6.836 -8.243 9.159
N -2.691 -10.775 9.959
H -2.668 -7.487 9.567
H -2.269 -8.682 8.297
H -1.386 -8.570 9.822
H -3.515 -9.250 11.046
H -5.491 -10.273 9.941
H -4.917 -9.760 8.372
H -7.497 -8.999 9.585
H -6.758 -8.521 8.108
H -7.304 -7.260 9.115
H -2.352 -11.001 9.035
H -1.814 -10.609 10.432
C -3.435 -21.584 15.519
C -3.586 -22.438 14.266
C -4.146 -23.832 14.517
O -3.281 -24.714 15.162
C -2.023 -25.073 14.687
N -4.290 -21.659 13.235
H -2.995 -20.637 15.208
H -2.691 -21.962 16.220
H -4.337 -21.471 16.121
H -2.584 -22.424 13.836
H -4.444 -24.267 13.563
H -5.085 -23.844 15.070
H -2.067 -25.524 13.695
H -1.521 -25.800 15.325
H -1.525 -24.105 14.746
H -5.289 -21.793 13.169
H -4.125 -20.671 13.365
C -5.546 -20.154 18.986
C -4.672 -19.644 20.160
C -3.204 -19.767 19.706
O -2.352 -19.107 20.673
C -0.979 -19.002 20.272
N -5.074 -18.277 20.460
H -5.467 -21.231 18.834
H -5.315 -19.642 18.051
H -6.575 -19.974 19.296
H -4.784 -20.287 21.033
H -3.010 -19.263 18.759
H -2.990 -20.824 19.546
H -0.406 -18.630 21.121
H -0.872 -18.359 19.398
H -0.641 -19.997 19.985
H -4.998 -17.789 19.579
H -4.222 -17.912 20.860
C 1.266 -17.035 25.056
C 2.280 -16.604 23.973
C 1.812 -15.367 23.193
O 2.710 -15.049 22.156
C 2.586 -13.754 21.645
N 3.597 -16.449 24.572
H 1.087 -16.250 25.791
H 1.664 -17.866 25.638
H 0.341 -17.423 24.630
H 2.293 -17.453 23.289
H 1.801 -14.499 23.852
H 0.825 -15.518 22.757
H 3.207 -13.522 20.780
H 2.782 -13.085 22.483
H 1.602 -13.599 21.202
H 4.116 -16.135 23.764
H 3.605 -15.604 25.125
C 3.190 -21.852 10.115
C 1.876 -21.120 9.719
C 1.665 -19.826 10.528
O 1.519 -20.202 11.921
C 1.292 -19.045 12.730
N 1.909 -20.865 8.307
H 3.114 -22.220 11.138
H 4.025 -21.152 10.093
H 3.407 -22.669 9.428
H 1.048 -21.795 9.934
H 0.750 -19.319 10.222
H 2.515 -19.156 10.395
H 2.036 -18.251 12.658
H 1.239 -19.251 13.799
H 0.381 -18.567 12.371
H 1.020 -20.504 7.989
H 1.851 -21.804 7.941
C 1.454 -23.522 13.145
C 1.880 -22.863 14.440
C 0.759 -22.198 15.332
O 1.331 -21.585 16.472
C 0.312 -21.027 17.308
N 2.721 -23.788 15.172
H 1.184 -22.800 12.374
H 0.588 -24.181 13.202
H 2.317 -24.007 12.688
H 2.566 -22.056 14.184
H 0.121 -22.999 15.704
H 0.211 -21.559 14.640
H -0.128 -20.167 16.802
H 0.808 -20.559 18.158
H -0.561 -21.649 17.503
H 3.374 -24.127 14.480
H 3.341 -23.336 15.829
C 3.041 -9.947 14.836
C 3.769 -10.970 15.690
C 4.634 -11.845 14.765
O 3.874 -12.725 13.981
C 4.573 -13.625 13.170
N 4.532 -10.225 16.629
H 2.455 -10.411 14.043
H 3.669 -9.184 14.377
H 2.283 -9.376 15.372
H 3.016 -11.537 16.236
H 5.369 -12.423 15.324
H 5.054 -11.172 14.017
H 5.233 -13.107 12.475
H 3.785 -14.037 12.540
H 5.026 -14.419 13.764
H 5.115 -10.885 17.124
H 3.847 -9.964 17.324
C -5.396 -9.586 17.975
C -4.657 -10.606 17.166
C -3.175 -10.714 17.592
O -3.109 -11.085 18.935
C -1.829 -10.982 19.594
N -5.377 -11.871 17.326
H -5.362 -9.820 19.039
H -6.467 -9.506 17.791
H -5.015 -8.584 17.777
H -4.581 -10.268 16.133
H -2.687 -9.743 17.508
H -2.658 -11.505 17.048
H -1.703 -9.980 20.004
H -0.948 -11.140 18.973
H -1.967 -11.619 20.468
H -6.386 -11.866 17.277
H -5.231 -12.161 18.282
C -0.884 -9.342 14.790
C -1.192 -9.945 13.424
C 0.034 -10.531 12.725
O -0.335 -11.002 11.500
C 0.643 -11.713 10.727
N -2.267 -10.847 13.598
H -0.404 -10.087 15.424
H -1.829 -9.044 15.243
H -0.179 -8.512 14.767
H -1.636 -9.156 12.818
H 0.506 -11.312 13.322
H 0.758 -9.726 12.595
H 0.278 -12.218 9.833
H 1.027 -12.448 11.435
H 1.414 -10.967 10.531
H -2.272 -11.253 12.673
H -2.975 -10.161 13.815
C -0.033 -8.023 17.910
C 0.863 -7.902 19.103
C 2.312 -8.332 18.875
O 2.526 -9.639 18.451
C 2.216 -10.706 19.362
N 0.720 -6.505 19.429
H 0.135 -7.384 17.043
H -0.992 -7.701 18.316
H -0.061 -9.076 17.629
H 0.487 -8.528 19.912
H 3.041 -8.206 19.676
H 2.779 -7.661 18.155
H 1.129 -10.791 19.395
H 2.808 -10.580 20.268
H 2.534 -11.689 19.014
H 1.418 -6.342 20.141
H 1.098 -6.051 18.610
C 3.703 -13.516 8.105
C 3.528 -15.066 7.872
C 2.472 -15.679 8.807
O 2.935 -15.476 10.162
C 1.881 -15.707 11.117
N 3.006 -15.277 6.542
H 3.988 -13.320 9.139
H 2.779 -12.969 7.919
H 4.522 -13.251 7.436
H 4.447 -15.611 8.086
H 2.277 -16.745 8.685
H 1.531 -15.155 8.644
H 2.306 -16.005 12.075
H 1.306 -16.577 10.800
H 1.285 -14.802 11.237
H 3.752 -14.982 5.929
H 2.993 -16.278 6.402

=====

[2]
127
Properties=species:S:1:pos:R:3 method="wB97M-V/def2-TZVPD" lumo_ev="-2.975 / -3.139" charge=+1 gap_ev="6.137 / 6.512" multiplicity=4
V 1.334 -0.896 0.784
O 2.683 -4.394 -0.697
C 2.519 -3.314 -0.135
N 1.363 -2.701 0.156
C 0.098 -3.282 -0.238
C -0.929 -2.642 0.684
C -2.084 -3.295 1.074
C -2.907 -2.707 2.022
C -2.552 -1.470 2.536
C -1.412 -0.855 2.062
N -0.596 -1.422 1.161
C 3.663 -2.468 0.390
C 4.895 -3.012 0.701
C 5.853 -2.201 1.288
C 5.551 -0.863 1.502
C 4.302 -0.391 1.146
N 3.350 -1.177 0.623
H 0.106 -4.368 -0.123
H 0.356 -3.446 -2.146
H -2.328 -4.254 0.635
H -3.803 -3.210 2.361
H -3.164 -0.977 3.280
H -1.123 0.129 2.413
H 5.064 -4.062 0.499
H 6.812 -2.604 1.585
H 6.271 -0.190 1.948
H 4.037 0.647 1.310
S 0.227 6.161 1.624
C 0.038 7.010 0.155
C 0.332 6.231 -0.920
C 0.719 4.920 -0.551
C 0.722 4.717 0.801
C 1.012 3.494 1.551
C 1.202 2.276 0.869
N 1.343 1.100 1.456
C 1.403 1.085 2.820
C 1.282 2.246 3.594
C 1.416 2.157 5.022
C 1.714 0.987 5.621
C 1.867 -0.216 4.852
C 2.255 -1.438 5.416
C 2.407 -2.556 4.615
C 2.075 -2.422 3.258
N 1.713 -1.283 2.694
C 1.649 -0.170 3.468
C 2.909 -3.828 5.143
C 3.448 -4.077 6.375
C 3.892 -5.415 6.531
C 3.690 -6.161 5.413
S 2.961 -5.253 4.166
C 1.051 3.457 2.932
H -0.288 8.038 0.174
H 0.277 6.578 -1.943
H 0.949 4.149 -1.275
H 1.209 2.275 -0.213
H 1.300 3.066 5.600
H 1.855 0.928 6.694
H 2.446 -1.488 6.481
H 2.122 -3.283 2.603
H 3.539 -3.329 7.151
H 4.341 -5.798 7.437
H 3.939 -7.198 5.244
H 0.910 4.361 3.513
C -6.623 5.365 1.804
C -5.545 4.494 1.217
C -4.710 3.741 2.038
C -3.698 2.960 1.498
C -3.530 2.920 0.122
C -4.334 3.677 -0.714
C -5.338 4.455 -0.163
S -2.121 2.056 -0.577
O -1.799 2.751 -1.849
C -2.867 0.464 -0.980
C -3.853 -0.052 -0.107
C -4.438 -1.252 -0.358
C -4.038 -2.028 -1.470
C -4.656 -3.268 -1.758
C -4.264 -4.008 -2.836
C -3.206 -3.555 -3.651
C -2.595 -2.360 -3.397
C -3.019 -1.538 -2.321
C -2.442 -0.240 -2.084
C -1.532 0.286 -3.153
C -2.180 0.696 -4.371
C -3.590 0.841 -4.459
C -4.188 1.225 -5.625
C -3.418 1.484 -6.778
C -2.059 1.389 -6.716
C -1.413 1.016 -5.513
C -0.006 0.971 -5.417
C 0.600 0.670 -4.240
C -0.158 0.328 -3.091
S 0.745 0.019 -1.568
O -0.264 -2.974 -1.578
C 2.433 -0.160 -2.101
C 3.325 0.891 -1.943
C 4.646 0.746 -2.344
C 5.100 -0.444 -2.903
C 6.512 -0.583 -3.406
C 4.199 -1.502 -3.028
C 2.878 -1.362 -2.641
H -6.773 5.147 2.860
H -7.569 5.221 1.284
H -6.351 6.418 1.712
H -4.847 3.779 3.113
H -3.037 2.394 2.148
H -4.151 3.659 -1.783
H -5.968 5.052 -0.814
H -4.173 0.537 0.741
H -5.231 -1.619 0.284
H -5.445 -3.623 -1.104
H -4.752 -4.948 -3.058
H -2.883 -4.159 -4.489
H -1.770 -2.036 -4.017
H -4.199 0.666 -3.582
H -5.264 1.340 -5.664
H -3.908 1.765 -7.701
H -1.452 1.615 -7.586
H 0.590 1.200 -6.293
H 1.676 0.674 -4.192
H 2.991 1.833 -1.525
H 5.332 1.579 -2.234
H 7.053 0.359 -3.331
H 6.508 -0.891 -4.453
H 7.061 -1.341 -2.844
H 4.535 -2.448 -3.438
H 2.185 -2.182 -2.774

=====

Q: What is the multiplicity in the first record?
A: 1

=====

Q: Which value of multiplicity does entry 1 give?
A: 1

=====

Q: Which of these has the highest multiplicity?
A: C66H48N5O3S4V

=====

Q: The lowest multiplicity belongs to which entry?
A: C66H184CsF3N14O22